130
Properties=species:S:1:pos:R:3:mulliken_charge:R:1 method="wB97M-V/def2-TZVPD" e_tot_ev=-3833298.3450 homo_ev=-7.9009 fmax_ev_per_a=7.98
C 1.4633 -5.0784 0.1871 -1.267
C 0.1651 -4.7437 0.9501 0.729
C 0.0920 -3.3264 1.5425 -0.873
N -1.1423 -2.6183 1.1016 0.183
C -0.9386 -1.3899 0.4494 -1.308
I -0.7122 0.2445 1.9804 0.082
O 0.1769 -1.3250 -0.4056 -0.171
C 0.0299 -0.0665 -0.9969 0.325
O 0.9355 0.6438 -1.3100 -0.533
O -1.2772 0.2001 -1.1210 -0.057
C -2.0262 -0.9511 -0.5601 2.037
C -2.1673 -1.8534 -1.7985 -1.431
C -2.4232 -3.3473 -1.5397 -1.342
C -3.3441 -0.4402 0.0050 -0.484
C -4.5364 -1.3223 -0.3078 0.011
O -5.1956 -1.1886 -1.3206 -0.660
N -4.8097 -2.2881 0.6964 0.239
C -5.5830 -3.4257 0.1801 -0.945
C -5.4855 -1.6374 1.8308 -0.339
H 2.1869 -4.2696 0.1946 0.347
H 1.2251 -5.3202 -0.8467 0.298
H 1.9105 -5.9801 0.5982 0.330
H -0.6823 -4.8841 0.2870 0.302
H 0.0339 -5.4609 1.7550 -0.538
H 0.0179 -3.4325 2.6238 0.360
H 0.9884 -2.7427 1.3555 0.396
H -1.6691 -2.3889 1.9313 0.386
H -2.9684 -1.4578 -2.4148 0.579
H -1.2649 -1.7709 -2.3921 0.499
H -1.5237 -3.9349 -1.6981 0.354
H -3.1650 -3.7303 -2.2400 0.342
H -2.8154 -3.5416 -0.5486 0.323
H -3.2713 -0.3662 1.0855 0.353
H -3.5343 0.5227 -0.4461 0.305
H -5.3944 -3.5659 -0.8767 0.369
H -6.6543 -3.3016 0.3319 0.313
H -5.2631 -4.3274 0.7006 0.280
H -5.0667 -0.6447 1.9724 0.212
H -5.3598 -2.2443 2.7252 0.307
H -6.5590 -1.5326 1.6513 -0.117
C 5.6396 -0.7802 -0.3058 -0.179
Br 6.8481 -0.4891 -1.7677 -0.046
Br 3.7964 -0.6698 -0.8347 0.059
Br 6.0234 -2.4209 0.6277 -0.031
H 5.8039 0.0258 0.3948 0.133
C 7.4979 3.6160 -2.8156 -0.358
Br 9.0950 2.9744 -3.6754 -0.031
Br 5.9093 2.8700 -3.6028 0.003
Br 7.5469 3.3215 -0.9163 0.051
H 7.4580 4.6847 -2.9679 0.349
C 7.4758 7.3507 0.9068 -0.331
Br 9.1117 6.6448 0.1794 -0.029
Br 5.9327 6.7098 -0.0459 -0.026
Br 7.2889 6.9431 2.7752 0.030
H 7.5177 8.4240 0.8017 0.340
C -0.8801 2.5414 -3.5167 0.355
Br -0.7427 4.0967 -2.3949 -0.063
Br -2.6983 1.9231 -3.6401 -0.070
Br -0.1173 2.8411 -5.2560 -0.009
H -0.3056 1.7591 -3.0412 -0.318
C 2.6461 2.6741 3.5474 -0.195
Br 2.6889 1.5229 5.0857 0.165
Br 3.2872 1.7991 1.9618 0.171
Br 0.9047 3.4473 3.2842 -0.031
H 3.3239 3.4919 3.7405 0.031
C -6.3298 2.5927 1.1087 -0.365
Br -6.9896 1.8712 2.7683 -0.033
Br -4.4077 2.5162 1.0137 0.048
Br -7.1417 1.7402 -0.4120 -0.038
H -6.6126 3.6344 1.0838 0.391
C 0.3675 -7.8063 4.4541 -0.410
Br 1.8731 -6.7123 3.9615 -0.010
Br -0.9828 -7.8006 3.0833 -0.056
Br 0.9044 -9.5945 4.9133 0.040
H -0.0716 -7.3654 5.3362 0.417
C 7.4846 3.3109 5.5186 0.119
Br 9.3834 3.3283 5.8120 -0.054
Br 6.6030 4.7476 6.4468 0.008
Br 7.0414 3.2926 3.6511 0.019
H 7.1186 2.3857 5.9368 -0.145
C 9.6784 -0.5507 6.7715 -0.376
Br 10.5778 0.3078 8.2359 -0.012
Br 9.9668 -2.4497 6.7661 -0.040
Br 7.7975 -0.1326 6.7542 0.069
H 10.0965 -0.1554 5.8574 0.392
C -8.1908 4.4629 -2.9788 -0.196
Br -6.3788 3.9703 -3.3760 0.083
Br -8.3282 6.3064 -2.4455 -0.016
Br -9.3758 4.0571 -4.4398 0.007
H -8.5071 3.8631 -2.1376 0.127
C -8.8350 -2.8514 3.7267 -0.290
Br -10.4532 -3.2143 4.6976 -0.045
Br -7.7802 -4.4434 3.4848 -0.023
Br -9.1953 -1.9820 2.0487 -0.019
H -8.2500 -2.1669 4.3229 0.370
C 0.9522 -12.6161 7.7359 -0.291
Br 2.0074 -12.8614 6.1445 -0.041
Br -0.9049 -12.3430 7.3179 0.002
Br 1.1958 -14.0674 8.9732 -0.046
H 1.3082 -11.7188 8.2193 0.348
C 3.2797 4.8811 7.6368 -0.411
Br 4.3175 4.9972 6.0203 0.063
Br 1.4017 5.0861 7.2821 -0.038
Br 3.6506 3.2573 8.5989 -0.035
H 3.5823 5.7029 8.2677 0.412
C -11.3669 5.7137 -7.7990 -0.121
Br -11.2107 7.2854 -6.7040 0.005
Br -13.1755 5.0597 -7.8483 -0.006
Br -10.6695 6.0078 -9.5669 -0.005
H -10.7616 4.9453 -7.3415 0.113
C -0.9000 1.8702 -9.5536 -0.313
Br 0.6449 2.8547 -8.9729 0.050
Br -0.8602 0.0550 -8.9161 -0.034
Br -2.5322 2.7630 -9.0653 -0.023
H -0.8647 1.8319 -10.6321 0.360
C 0.1718 7.0439 -9.8145 -0.353
Br -0.5573 6.3159 -8.1947 0.017
Br 2.0944 6.9298 -9.8357 -0.009
Br -0.6004 6.2120 -11.3689 -0.013
H -0.0874 8.0911 -9.8472 0.339
C 4.7291 -2.5067 5.9834 -0.144
Br 4.0801 -3.9121 7.1249 -0.021
Br 5.8684 -3.1874 4.5939 0.039
Br 3.2924 -1.4471 5.2639 0.033
H 5.3325 -1.8527 6.5952 0.025
C 3.9762 1.4182 -11.1224 -0.274
Br 5.7753 0.8508 -11.4961 -0.042
Br 3.9060 3.2610 -10.5845 0.003
Br 2.7978 1.0743 -12.6045 -0.023
H 3.6196 0.8294 -10.2902 0.308